Record 1
Here is C32H31BrF6N6OZr as an isolated structure at a distorted geometry from the Open Molecules 2025 dataset. Energies are from ωB97M-V with the def2-TZVPD basis set.

```
78
Properties=species:S:1:pos:R:3:lowdin_charge:R:1
Zr 0.49 0.52 -0.28 1.690
C -1.89 3.03 -3.21 0.019
C -1.16 2.39 -2.08 -0.217
N -0.75 1.16 -2.05 -0.026
C -0.82 0.28 -3.22 -0.151
C 0.43 -0.60 -3.24 -0.151
N 0.73 -1.20 -1.91 -0.137
C 0.00 -2.45 -1.64 -0.154
C -1.30 -2.15 -0.91 -0.153
N -1.05 -1.17 0.16 -0.146
C -0.75 -1.77 1.49 -0.126
C 0.05 -0.78 2.37 -0.164
N -0.25 0.58 1.90 -0.206
C 0.72 1.70 2.04 -0.305
C 1.47 1.91 3.32 -0.034
C 0.32 2.76 1.20 -0.239
C 0.53 4.17 1.33 0.036
C -0.03 5.00 0.41 -0.005
C -0.70 4.51 -0.75 0.033
C -0.79 3.16 -0.88 -0.228
N -0.38 2.33 0.11 -0.087
H -2.49 2.32 -3.77 0.094
H -1.17 3.50 -3.90 0.121
H -2.54 3.82 -2.82 0.099
H -0.84 0.85 -4.15 0.130
H -1.73 -0.32 -3.18 0.124
H 1.28 0.03 -3.52 0.118
H 0.32 -1.37 -4.01 0.137
H 1.72 -1.40 -1.91 0.103
H 0.63 -3.07 -1.01 0.097
H -0.21 -3.00 -2.56 0.136
H -1.74 -3.07 -0.52 0.138
H -2.03 -1.72 -1.60 0.115
H -1.92 -0.65 0.29 0.093
H -0.16 -2.67 1.34 0.103
H -1.68 -2.05 1.99 0.138
H 1.12 -0.99 2.32 0.048
H -0.25 -0.92 3.41 0.130
H 1.79 0.96 3.75 0.082
H 0.87 2.44 4.07 0.090
H 2.36 2.51 3.14 0.093
H 1.09 4.56 2.17 0.129
H 0.08 6.07 0.53 0.130
H -1.05 5.19 -1.50 0.128
Br 3.10 -0.43 0.79 0.974
C 3.39 -2.34 1.08 -0.625
C 4.63 -2.77 1.50 -0.073
C 4.77 -4.14 1.67 -0.022
C 3.69 -4.98 1.43 -0.026
C 2.50 -4.41 1.03 -0.111
N 2.35 -3.09 0.85 0.020
H 5.45 -2.09 1.68 0.116
H 5.72 -4.54 1.99 0.128
H 3.78 -6.05 1.56 0.122
H 1.62 -5.02 0.85 0.119
F -5.14 2.20 4.03 0.107
C -3.98 1.81 3.51 -0.267
C -3.87 1.63 2.15 0.028
C -2.65 1.23 1.61 -0.028
C -1.56 1.00 2.44 -0.216
C -1.70 1.16 3.82 -0.002
C -2.90 1.58 4.36 0.039
H -4.73 1.80 1.52 0.132
H -2.57 1.16 0.54 0.094
H -0.87 0.96 4.48 0.120
H -3.02 1.71 5.43 0.136
F 6.50 3.42 -3.34 0.164
C 5.40 2.87 -2.85 -0.129
C 5.18 1.51 -3.01 -0.134
F 6.07 0.77 -3.66 0.156
C 4.03 0.94 -2.50 -0.147
F 3.77 -0.37 -2.65 0.093
C 3.07 1.70 -1.83 -0.245
O 1.97 1.11 -1.36 -0.369
C 3.33 3.06 -1.68 -0.126
F 2.41 3.77 -1.02 0.123
C 4.47 3.65 -2.18 -0.132
F 4.68 4.95 -2.03 0.156
```

DFT total energy (eV): -132291.8935
HOMO energy (eV): -12.95
LUMO (eV): -6.35
Total charge: +2
Maximum force (eV Å⁻¹): 1.81
Energy above the lowest of the compared OMol25 structures with the same formula, charge and spin (kcal/mol): 22.2
Multiplicity: 1
HOMO-LUMO gap (eV): 6.60

Record 2
Here is C32H31BrFIrN6O5Se as an isolated structure from the Open Molecules 2025 dataset. Energies are from ωB97M-V with the def2-TZVPD basis set.

```
78
Properties=species:S:1:pos:R:3:lowdin_spin:R:1
Ir -0.74 1.07 0.98 0.684
C 4.94 2.22 1.69 0.000
O 3.89 3.10 1.25 0.000
C 2.67 2.57 1.29 0.000
O 2.38 1.47 1.68 0.001
N 1.77 3.47 0.78 0.002
N 0.41 3.18 0.87 0.007
H 5.86 2.79 1.59 0.000
H 4.97 1.33 1.07 0.000
H 4.78 1.94 2.73 0.000
H 2.05 4.43 0.66 0.000
H -0.05 3.45 0.00 0.000
H -0.03 3.70 1.63 0.000
C 1.21 -0.36 -6.10 0.000
C 1.66 -1.44 -5.12 0.000
C 3.10 -1.86 -5.33 0.000
C 3.41 -3.06 -4.45 0.000
C 3.05 -2.76 -3.01 0.000
C 3.64 -3.47 -1.99 0.000
C 3.33 -3.17 -0.66 0.000
F 3.93 -3.88 0.30 0.000
C 2.46 -2.18 -0.32 0.000
C 1.85 -1.45 -1.35 0.000
C 0.93 -0.38 -1.00 -0.001
O 0.70 -0.21 0.23 -0.001
C 0.39 0.36 -2.07 -0.001
C 0.70 -0.01 -3.36 0.000
N 1.49 -1.01 -3.70 -0.001
C 2.13 -1.75 -2.69 0.000
C -0.55 1.52 -1.97 0.004
O -0.79 2.20 -2.94 0.020
O -1.18 1.75 -0.83 0.053
H 1.44 -0.72 -7.10 0.000
H 1.74 0.58 -5.94 0.000
H 0.14 -0.19 -6.07 0.000
H 1.01 -2.31 -5.25 0.000
H 3.76 -1.03 -5.11 0.000
H 3.24 -2.12 -6.38 0.000
H 4.46 -3.34 -4.51 0.000
H 2.83 -3.92 -4.79 0.000
H 4.36 -4.25 -2.20 0.000
H 2.26 -1.94 0.71 0.000
H 0.24 0.55 -4.16 0.000
C -0.72 2.73 5.28 0.006
N -1.64 1.61 5.09 0.003
C -1.53 0.61 4.20 0.023
Se -0.01 0.28 3.11 0.200
N -2.66 -0.10 4.22 0.007
C -3.56 0.46 5.14 0.001
C -4.85 0.12 5.50 0.000
C -5.45 0.93 6.45 0.000
C -4.79 2.03 7.00 0.000
C -3.51 2.37 6.63 0.000
C -2.90 1.55 5.69 0.000
H 0.15 2.58 4.66 0.005
H -0.42 2.79 6.32 0.000
H -1.23 3.64 4.98 0.000
H -2.85 -0.89 3.63 0.002
H -5.36 -0.73 5.07 0.000
H -6.46 0.70 6.76 0.000
H -5.31 2.64 7.73 0.000
H -3.00 3.22 7.06 0.000
Br -2.48 2.63 1.86 -0.010
C -2.23 -0.41 0.74 -0.006
C -2.18 -1.08 -0.60 0.000
C -2.88 -0.55 -1.69 -0.002
C -2.75 -1.11 -2.95 0.001
C -1.92 -2.21 -3.13 -0.002
C -1.27 -2.79 -2.04 0.001
C -1.41 -2.22 -0.78 -0.002
C -1.67 -2.73 -4.44 0.000
N -1.40 -3.14 -5.49 -0.001
H -2.02 -1.18 1.48 0.005
H -3.20 0.03 0.94 -0.001
H -3.49 0.33 -1.56 0.000
H -3.26 -0.68 -3.80 0.000
H -0.65 -3.67 -2.18 0.000
H -0.89 -2.66 0.06 0.000
```

DFT total energy (eV): -193808.4654
<S²>: 0.76
HOMO energy (spin up / spin down) (eV): -11.09 / -11.04
LUMO (spin up / spin down) (eV): -2.65 / -4.84
Total charge: +1
Maximum force (eV Å⁻¹): 0.54
Energy above the lowest of the compared OMol25 structures with the same formula, charge and spin (kcal/mol): 5.1
Multiplicity: 2
HOMO-LUMO gap (spin up / spin down) (eV): 8.44 / 6.20

Record 3
Here is C32H31ClFIIrN3O2Si as an isolated structure at a distorted geometry from the Open Molecules 2025 dataset. Energies are from ωB97M-V with the def2-TZVPD basis set.

```
73
Properties=species:S:1:pos:R:3:lowdin_spin:R:1
Ir 0.46 -0.05 -0.35 -0.004
C 4.05 -2.40 1.61 0.000
C 2.65 -1.99 1.24 0.001
O 2.45 -1.20 0.31 0.000
N 1.66 -2.53 1.96 0.002
C 0.29 -2.05 1.98 0.003
C 0.26 -0.69 2.64 0.001
C 0.06 -0.59 4.00 0.001
C 0.23 0.67 4.62 0.000
C 0.54 1.74 3.86 0.000
C 0.56 1.64 2.41 0.000
N 0.54 0.34 1.85 0.001
H 4.47 -3.05 0.85 0.000
H 4.08 -2.92 2.57 0.000
H 4.67 -1.51 1.67 0.000
H 1.92 -3.18 2.69 0.000
H -0.32 -2.77 2.53 0.000
H -0.10 -1.97 0.95 0.003
H -0.20 -1.46 4.58 0.000
H 0.17 0.75 5.70 0.000
H 0.73 2.71 4.28 0.000
H 1.35 2.25 1.95 0.000
Cl -2.63 1.37 -6.58 0.000
C -2.30 1.14 -4.90 0.000
C -3.21 1.58 -3.96 0.000
C -2.99 1.34 -2.61 0.000
I -4.39 1.97 -1.18 0.000
C -1.84 0.69 -2.14 0.000
O -1.66 0.39 -0.91 0.000
C -0.85 0.35 -3.12 0.001
N 0.32 -0.13 -2.64 0.004
C 1.21 -0.59 -3.49 0.003
C 1.00 -0.60 -4.88 0.000
C -0.14 -0.03 -5.39 0.000
C -1.10 0.50 -4.50 0.000
H -4.10 2.10 -4.28 0.000
H 2.13 -0.96 -3.08 0.000
H 1.74 -1.04 -5.52 0.000
H -0.32 0.04 -6.45 0.000
C -0.50 3.06 -0.03 0.000
Si -1.14 2.59 1.70 0.000
C -2.48 1.28 2.00 0.000
C -1.43 4.09 2.81 0.000
C -2.58 4.15 3.60 0.000
C -2.81 5.23 4.43 0.000
C -1.90 6.27 4.49 0.000
C -0.75 6.22 3.72 0.000
C -0.52 5.14 2.88 0.000
H -1.31 3.26 -0.73 0.000
H 0.11 2.23 -0.44 0.000
H 0.12 3.95 0.00 0.000
H -3.48 1.69 1.91 0.000
H -2.38 0.85 2.99 0.000
H -2.41 0.47 1.27 0.000
H -3.30 3.35 3.55 0.000
H -3.70 5.25 5.04 0.000
H -2.08 7.11 5.14 0.000
H -0.03 7.02 3.77 0.000
H 0.37 5.12 2.28 0.000
F 3.08 -6.87 -4.66 0.045
C 2.42 -6.04 -3.85 0.143
C 3.08 -4.93 -3.34 -0.015
C 2.39 -4.06 -2.52 0.126
C 1.02 -4.27 -2.21 0.050
C 0.30 -3.36 -1.46 0.465
C 0.41 -5.46 -2.71 0.128
C 1.09 -6.32 -3.52 -0.018
H 4.11 -4.77 -3.59 -0.004
H 2.90 -3.21 -2.10 0.006
H -0.74 -3.52 -1.22 0.028
H 0.75 -2.43 -1.12 0.027
H -0.61 -5.67 -2.44 0.005
H 0.63 -7.21 -3.91 -0.004
```

DFT total energy (eV): -76301.2000
<S²>: 0.79
HOMO energy (spin up / spin down) (eV): -9.10 / -9.43
LUMO (spin up / spin down) (eV): -5.49 / -5.48
Total charge: +1
Maximum force (eV Å⁻¹): 2.98
Multiplicity: 2
HOMO-LUMO gap (spin up / spin down) (eV): 3.61 / 3.94

Record 4
Here is C32H31ClN7OPtS5SeTe as an isolated structure at a distorted geometry from the Open Molecules 2025 dataset. Energies are from ωB97M-V with the def2-TZVPD basis set.

```
80
Properties=species:S:1:pos:R:3:lowdin_spin:R:1
Pt 0.23 0.26 -0.27 1.241
S 1.29 1.18 1.86 0.450
S 2.92 0.14 2.19 0.405
S 3.87 -0.48 0.34 0.265
S 2.53 -0.67 -1.10 0.308
Se -7.56 -0.34 0.21 0.001
N -6.41 0.90 0.65 0.001
C -5.21 0.54 0.27 0.001
C -4.01 1.31 0.49 0.002
C -4.02 2.54 1.16 -0.005
C -2.82 3.19 1.36 0.003
C -1.64 2.58 0.92 0.003
N -1.63 1.42 0.30 0.080
C -2.78 0.78 0.05 0.004
C -2.74 -0.47 -0.68 0.006
N -1.55 -0.88 -1.15 0.090
C -1.46 -2.01 -1.81 0.003
C -2.56 -2.84 -2.04 0.003
C -3.80 -2.43 -1.59 -0.004
C -3.90 -1.22 -0.90 0.003
C -5.15 -0.72 -0.40 0.001
N -6.31 -1.33 -0.52 0.000
H -4.96 2.95 1.49 0.000
H -2.77 4.15 1.86 0.001
H -0.68 3.06 1.07 0.001
H -0.48 -2.27 -2.18 0.000
H -2.44 -3.76 -2.58 0.001
H -4.69 -3.02 -1.74 0.000
Te 0.71 1.46 -2.70 0.900
C 1.35 3.12 -1.57 0.066
C 0.76 4.35 -1.46 0.028
C 1.40 5.19 -0.54 0.003
C 2.48 4.60 0.04 0.019
S 2.74 3.01 -0.54 0.018
H -0.12 4.63 -2.02 0.003
H 1.08 6.19 -0.31 0.000
H 3.15 4.99 0.78 0.001
C 3.16 -7.01 3.09 0.000
C 2.17 -5.91 2.67 0.000
C 2.86 -4.55 2.88 0.000
C 0.97 -6.01 3.62 0.000
C 1.68 -6.14 1.20 0.000
O 1.29 -7.49 1.03 0.000
C 2.78 -5.79 0.17 0.000
C 2.45 -6.29 -1.26 0.000
C 2.00 -5.19 -2.17 0.000
C 0.73 -5.18 -2.74 0.001
C 0.32 -4.12 -3.53 0.000
C 1.17 -3.04 -3.73 0.002
Cl 0.61 -1.59 -4.54 0.008
C 2.47 -3.08 -3.25 0.003
C 2.88 -4.15 -2.48 0.003
C 0.36 -5.41 0.84 0.000
N 0.27 -4.00 1.10 0.002
C 0.71 -2.97 0.36 0.006
N 0.34 -1.84 0.93 0.062
C -0.35 -2.22 2.02 0.004
N -0.41 -3.52 2.14 0.002
H 3.56 -6.77 4.07 0.000
H 4.01 -7.09 2.41 0.000
H 2.67 -7.98 3.16 0.000
H 3.08 -4.45 3.93 0.000
H 2.23 -3.71 2.59 0.000
H 3.79 -4.49 2.33 0.000
H 1.33 -6.07 4.64 0.000
H 0.41 -6.92 3.41 0.000
H 0.32 -5.16 3.54 0.000
H 2.06 -8.05 1.19 0.000
H 3.71 -6.26 0.50 0.000
H 2.95 -4.72 0.15 0.000
H 1.70 -7.08 -1.19 0.000
H 3.35 -6.75 -1.69 0.000
H 0.06 -6.00 -2.58 0.000
H -0.65 -4.14 -4.00 0.000
H 3.15 -2.28 -3.48 0.001
H 3.89 -4.18 -2.12 0.000
H -0.44 -5.89 1.40 0.000
H 0.19 -5.57 -0.22 0.000
H 1.28 -3.07 -0.54 0.003
H -0.77 -1.55 2.73 0.000
```

DFT total energy (eV): -188744.6878
<S²>: 6.03
HOMO energy (spin up / spin down) (eV): -9.63 / -10.00
LUMO (spin up / spin down) (eV): -3.47 / -4.90
Total charge: +1
Maximum force (eV Å⁻¹): 1.39
Energy above the lowest of the compared OMol25 structures with the same formula, charge and spin (kcal/mol): 16.5
Multiplicity: 5
HOMO-LUMO gap (spin up / spin down) (eV): 6.16 / 5.09

Record 5
Here is C32H31CuI2NO4PS as an isolated structure from the Open Molecules 2025 dataset. Energies are from ωB97M-V with the def2-TZVPD basis set.

```
73
Properties=species:S:1:pos:R:3:lowdin_spin:R:1
Cu 0.80 -0.92 -0.61 0.787
I -2.76 -4.59 -1.27 0.000
C -1.96 -3.75 0.46 0.000
C -2.51 -4.08 1.72 0.000
C -2.00 -3.55 2.87 0.000
I -2.87 -4.09 4.69 0.000
C -0.90 -2.65 2.81 0.002
C -0.28 -2.06 3.94 -0.002
C 0.76 -1.19 3.78 0.002
C 1.18 -0.87 2.48 0.003
N 0.63 -1.40 1.42 0.051
C -0.38 -2.30 1.54 0.003
C -0.89 -2.88 0.32 0.001
O -0.36 -2.59 -0.82 0.008
H -3.35 -4.76 1.76 0.000
H -0.64 -2.32 4.93 0.000
H 1.25 -0.74 4.63 0.000
H 1.98 -0.16 2.31 0.000
C -1.56 -0.71 -3.17 0.000
C -0.18 -1.23 -3.39 0.004
C -0.03 -2.33 -4.38 0.002
O 0.81 -0.78 -2.81 0.020
H -1.54 0.36 -2.97 0.000
H -1.94 -1.21 -2.27 0.000
H -2.22 -0.94 -4.00 0.000
H -0.45 -2.04 -5.34 0.000
H -0.61 -3.18 -4.01 0.001
H 1.02 -2.62 -4.50 0.000
O -0.67 0.34 -0.46 0.038
P -0.53 1.77 0.04 0.007
C -1.11 2.96 -1.17 0.002
C -2.42 2.82 -1.63 0.001
C -2.92 3.70 -2.57 0.000
C -2.11 4.73 -3.05 0.000
C -0.81 4.87 -2.60 0.000
C -0.30 3.99 -1.65 0.001
C -1.48 2.02 1.54 0.001
C -1.95 0.91 2.22 0.000
C -2.66 1.07 3.40 0.000
C -2.89 2.35 3.89 0.000
C -2.43 3.47 3.20 0.000
C -1.73 3.30 2.02 0.000
C 1.21 2.10 0.38 0.000
C 2.13 1.72 -0.60 0.000
C 3.49 1.84 -0.36 0.000
C 3.93 2.36 0.85 0.000
C 3.02 2.75 1.82 0.000
C 1.66 2.61 1.59 0.000
H -3.05 2.02 -1.24 0.000
H -3.93 3.60 -2.93 0.000
H -2.50 5.42 -3.79 0.000
H -0.19 5.67 -2.97 0.000
H 0.71 4.10 -1.29 0.000
H -1.78 -0.08 1.82 0.000
H -3.03 0.21 3.93 0.000
H -3.44 2.48 4.81 0.000
H -2.62 4.46 3.58 0.000
H -1.39 4.17 1.47 0.000
H 1.79 1.33 -1.55 0.000
H 4.20 1.54 -1.12 0.000
H 5.00 2.46 1.04 0.000
H 3.37 3.16 2.76 0.000
H 0.95 2.90 2.36 0.000
C 2.78 -4.42 -0.48 0.000
S 2.48 -3.11 -1.65 0.005
C 4.09 -3.06 -2.43 0.005
O 2.49 -1.83 -0.79 0.056
H 2.94 -5.35 -1.03 0.000
H 1.88 -4.51 0.13 0.000
H 3.65 -4.17 0.14 0.000
H 4.23 -3.98 -2.99 0.001
H 4.86 -2.92 -1.68 0.000
H 4.07 -2.21 -3.12 0.000
```

DFT total energy (eV): -124329.1813
<S²>: 0.75
HOMO energy (spin up / spin down) (eV): -9.61 / -9.60
LUMO (spin up / spin down) (eV): -2.29 / -3.30
Total charge: +1
Maximum force (eV Å⁻¹): 0.27
Energy above the lowest of the compared OMol25 structures with the same formula, charge and spin (kcal/mol): 5.2
Multiplicity: 2
HOMO-LUMO gap (spin up / spin down) (eV): 7.32 / 6.30

Record 6
Here is C32H31EuF3N5O6S as an isolated structure at a distorted geometry from the Open Molecules 2025 dataset. Energies are from ωB97M-V with the def2-TZVPD basis set.

```
79
Properties=species:S:1:pos:R:3:lowdin_spin:R:1
Eu 0.14 -0.05 0.77 6.102
C 2.98 0.20 4.72 0.001
N 3.67 0.53 3.48 0.001
C 4.73 1.51 3.64 0.002
C 2.89 0.56 2.35 0.001
O 1.92 -0.21 2.24 -0.006
C 3.62 1.00 1.06 0.000
O 2.79 0.58 0.01 0.004
C 3.09 1.09 -1.25 0.001
C 2.01 0.52 -2.17 0.000
O 0.99 0.04 -1.69 -0.002
N 2.25 0.55 -3.49 0.000
C 3.42 1.17 -4.07 0.000
C 1.29 -0.04 -4.41 0.000
H 2.55 1.11 5.17 0.001
H 3.68 -0.27 5.41 0.000
H 2.17 -0.48 4.49 0.000
H 5.30 1.24 4.53 0.000
H 4.33 2.52 3.76 0.002
H 5.41 1.50 2.79 0.000
H 4.59 0.49 1.00 0.000
H 3.77 2.08 1.04 0.000
H 4.09 0.78 -1.57 0.000
H 3.01 2.18 -1.25 0.000
H 3.68 2.08 -3.54 0.000
H 3.19 1.44 -5.10 0.000
H 4.29 0.50 -4.08 0.000
H 0.51 -0.53 -3.83 0.000
H 1.78 -0.78 -5.04 0.000
H 0.84 0.72 -5.04 0.000
O -0.61 1.08 2.65 0.073
N -0.87 2.37 2.46 0.138
C -2.11 2.83 2.62 -0.014
C -2.45 4.15 2.42 0.124
C -1.42 5.05 2.04 0.024
C -0.16 4.60 1.84 0.067
C 0.19 3.18 1.95 0.087
S 1.78 2.96 2.84 0.061
H -2.82 2.08 2.92 -0.002
H -3.47 4.48 2.55 0.009
H -1.65 6.10 1.92 -0.001
H 0.64 5.25 1.54 0.007
O -0.86 -1.93 1.47 -0.006
C -0.84 -3.18 1.73 0.000
C -1.94 -3.80 2.38 0.000
C -1.95 -5.13 2.71 0.000
C -0.85 -5.94 2.41 0.000
C 0.22 -5.39 1.75 0.000
C 0.25 -4.04 1.37 0.000
C 1.36 -3.52 0.59 0.000
N 1.56 -2.30 0.12 -0.003
C 2.72 -2.35 -0.61 0.000
C 3.25 -3.60 -0.59 0.000
N 2.38 -4.34 0.18 0.000
H -2.78 -3.16 2.62 0.000
H -2.81 -5.56 3.21 0.000
H -0.84 -6.99 2.69 0.000
H 1.06 -6.04 1.52 0.000
H 3.13 -1.49 -1.11 0.000
H 4.14 -4.01 -1.02 0.000
H 2.46 -5.31 0.38 0.000
O 1.26 3.20 -0.28 0.146
C 0.69 2.51 0.52 0.188
F -8.63 0.41 -4.02 0.000
C -7.44 0.21 -4.62 0.000
F -7.51 -1.01 -5.22 0.000
F -7.37 1.10 -5.65 0.000
C -6.28 0.33 -3.70 0.000
C -5.00 0.15 -4.20 0.000
C -3.91 0.25 -3.36 0.000
C -4.07 0.54 -2.00 0.000
C -5.37 0.74 -1.51 0.000
C -6.46 0.63 -2.35 0.000
C -2.92 0.58 -1.16 0.001
C -1.90 0.52 -0.48 -0.009
H -4.86 -0.08 -5.25 0.000
H -2.91 0.11 -3.74 0.000
H -5.51 0.97 -0.47 0.000
H -7.46 0.77 -1.96 0.000
```

DFT total energy (eV): -91738.9979
<S²>: 15.78
HOMO energy (spin up / spin down) (eV): -3.22 / -3.77
LUMO (spin up / spin down) (eV): 2.08 / 2.08
Total charge: -1
Maximum force (eV Å⁻¹): 1.38
Energy above the lowest of the compared OMol25 structures with the same formula, charge and spin (kcal/mol): 17.0
Multiplicity: 8
HOMO-LUMO gap (spin up / spin down) (eV): 5.30 / 5.85

Number 3 is which compound? C32H31ClFIIrN3O2Si

What is the formula in the second record? C32H31BrFIrN6O5Se

What is the total charge in the first record? +2

Which of these has the lowest total charge? C32H31EuF3N5O6S